Molecular formula: C5H13NO
Method: DFT, ωB97M-V with the def2-TZVPD basis set

Properties
HOMO (alpha / beta): -13.54 / -13.44 eV
Frontier orbital gap (alpha / beta): 8.83 / 3.95 eV
Energy above the lowest of the compared OMol25 structures with the same formula, charge and spin: 90.1 kcal/mol
⟨S²⟩: 0.76
LUMO energy (alpha / beta): -4.71 / -9.49 eV
Charge: +1
Multiplicity: 2

The geometry in XYZ format:
```
20
Properties=species:S:1:pos:R:3:forces:R:3
C -1.0597 2.5226 -0.3388 -1.24 -1.85 -1.35
C 0.3951 2.6606 -0.7739 -0.03 -0.89 2.13
C -1.6198 1.0414 -0.9323 -2.06 3.98 3.81
H -1.1885 2.5348 0.7483 0.29 -0.10 -0.14
H -1.7958 3.3085 -0.6925 1.28 -0.72 -0.04
H 0.6700 2.3104 -1.7432 -0.18 0.60 -1.01
H 1.0903 2.0903 -0.1351 -0.55 -1.03 0.23
H -1.0980 0.8747 -1.8031 0.79 -0.73 -2.02
H -1.4351 0.3423 -0.1008 -0.18 -0.16 -0.62
H 0.8102 3.5539 -0.4029 0.35 2.03 -0.77
H -2.7346 1.2905 -1.0457 1.61 -1.25 -0.18
C 1.0669 -2.9627 1.7437 5.85 2.09 4.76
C 0.9381 -1.9522 0.7603 -1.03 -1.64 -6.71
O 1.2796 -0.7781 0.9603 0.10 1.02 0.50
N 0.5544 -2.3414 -0.5355 0.28 -3.95 6.29
H 0.4820 -1.7535 -1.2427 -0.34 3.81 -3.78
H 0.1521 -3.3087 -0.7425 0.94 1.82 0.95
H 0.1709 -3.3277 1.9666 -3.93 -1.57 1.19
H 1.5455 -2.3177 2.8052 -1.55 -2.34 -3.07
H 1.7766 -3.7880 1.5045 -0.38 0.88 -0.15
```
Forces are in eV/Å.


Molecular formula: C5H13NO
Method: DFT, ωB97M-V with the def2-TZVPD basis set

Properties
HOMO (alpha / beta): -13.46 / -13.46 eV
Frontier orbital gap (alpha / beta): 9.93 / 4.88 eV
Energy above the lowest of the compared OMol25 structures with the same formula, charge and spin: 37.4 kcal/mol
⟨S²⟩: 0.75
LUMO energy (alpha / beta): -3.53 / -8.59 eV
Charge: +1
Multiplicity: 2

The geometry in XYZ format:
```
20
Properties=species:S:1:pos:R:3:forces:R:3
C 0.5649 -1.7724 0.1410 0.27 -0.37 0.49
O 0.9741 -2.9870 0.7501 -0.12 -0.21 -0.33
C -0.0329 -0.9198 1.2540 -0.44 -0.55 -0.64
C -0.2866 0.5248 0.8739 -0.79 0.53 -0.31
C -1.0981 0.6887 -0.4495 0.57 0.33 0.61
C -0.8688 2.1250 -1.0585 -0.06 0.66 -0.87
N 0.4905 2.4024 -1.3486 -0.34 -1.04 1.08
H 1.4509 -1.3063 -0.3086 -0.15 0.27 -0.19
H -0.1922 -1.9912 -0.6129 0.06 0.16 -0.26
H 1.0543 -3.6580 0.0572 0.06 0.11 0.33
H -1.0023 -1.3596 1.4795 -0.13 -0.15 0.17
H 0.5686 -1.0875 2.1410 0.19 0.50 0.16
H -0.9534 0.9865 1.6086 0.39 -0.02 0.29
H 0.6071 1.1495 0.8439 0.26 -0.28 0.02
H -0.9221 -0.0123 -1.2340 0.48 -0.67 -0.40
H -2.1594 0.6424 -0.2415 -0.29 0.10 -0.04
H -1.3767 2.1748 -2.0370 -0.22 -0.20 0.30
H -1.2557 2.8723 -0.3806 0.00 0.21 0.15
H 1.0453 2.8281 -0.6052 0.19 0.23 -0.43
H 0.9797 1.7866 -2.0006 0.05 0.38 -0.14
```
Forces are in eV/Å.


Molecular formula: C5H13NO
Method: DFT, ωB97M-V with the def2-TZVPD basis set

Properties
HOMO (alpha / beta): -14.54 / -13.90 eV
Frontier orbital gap (alpha / beta): 10.41 / 5.21 eV
Energy above the lowest of the compared OMol25 structures with the same formula, charge and spin: 101.9 kcal/mol
⟨S²⟩: 0.76
LUMO energy (alpha / beta): -4.12 / -8.69 eV
Charge: +1
Multiplicity: 2

The geometry in XYZ format:
```
20
Properties=species:S:1:pos:R:3:forces:R:3
C -0.3852 1.1012 0.6314 -1.18 -0.22 4.37
C -0.3051 0.4763 -0.7475 -1.25 0.56 -1.83
C 0.0748 -0.9119 -0.5463 -2.67 -0.68 0.75
C 1.2330 -1.5305 -0.8672 2.78 3.58 -1.22
C -1.0417 -1.7516 -0.0780 0.01 -3.18 2.27
N -1.7256 0.9793 1.3454 5.04 -1.91 2.51
H 0.2836 0.5102 1.4300 -0.67 1.73 -2.02
H -0.1293 2.1878 0.5330 0.29 -0.94 0.23
H -1.2717 0.6102 -1.3789 1.30 -0.44 1.38
H 0.4120 1.0159 -1.3344 0.56 0.27 -0.35
H 1.4091 -2.4974 -0.7904 -0.11 -4.67 0.71
H 2.1659 -1.1046 -1.2637 -0.74 0.78 0.14
H -0.8526 -2.8718 0.2960 0.47 2.45 -1.03
H -1.5859 -1.8965 -1.0005 -1.02 0.17 -0.26
H -1.6910 -1.3898 0.7721 0.37 0.60 -1.26
H -1.7333 1.4383 2.2931 0.85 -1.17 -0.89
H -2.3599 1.5005 0.9433 -4.42 2.98 -3.50
H 1.8075 1.2716 -0.1777 -0.14 0.52 1.51
H 3.0700 1.3697 -0.3795 7.32 -1.00 -7.91
O 2.6254 1.4930 0.3196 -6.78 0.59 6.39
```
Forces are in eV/Å.


Molecular formula: C5H13NO
Method: DFT, ωB97M-V with the def2-TZVPD basis set

Properties
HOMO (alpha / beta): -14.07 / -14.07 eV
Frontier orbital gap (alpha / beta): 11.21 / 6.79 eV
Energy above the lowest of the compared OMol25 structures with the same formula, charge and spin: 21.9 kcal/mol
⟨S²⟩: 0.75
LUMO energy (alpha / beta): -2.86 / -7.28 eV
Charge: +1
Multiplicity: 2

The geometry in XYZ format:
```
20
Properties=species:S:1:pos:R:3:forces:R:3
C 0.9538 -0.7072 -0.1939 -0.39 -0.09 0.42
C 2.3523 -0.1443 -0.1960 1.03 -0.23 0.51
O 2.6591 0.4201 1.0743 -0.33 0.38 -0.07
C -0.0799 0.4081 -0.0073 -0.19 -1.49 -0.68
N -1.4417 0.0382 -0.4059 -0.09 0.62 1.81
C -2.4142 1.1210 -0.3430 0.30 0.47 -1.02
C -1.9708 -1.2503 -0.0302 -0.59 0.13 -0.85
H 0.8358 -1.3942 0.6478 0.36 -0.05 -0.02
H 0.8278 -1.3124 -1.0918 -0.33 0.28 -0.26
H 2.5729 0.5818 -0.9831 -0.43 -0.07 -0.16
H 3.0578 -0.9667 -0.3446 -0.11 -0.01 -0.08
H 2.7338 1.3762 0.9755 0.15 -0.15 0.17
H -0.2095 0.6665 1.0516 0.30 0.18 0.06
H 0.2170 1.2608 -0.5732 -0.02 0.92 -0.31
H -2.8166 1.2413 0.6667 -0.03 -0.36 0.01
H -1.9265 2.0591 -0.6052 0.02 -0.08 -0.04
H -3.2052 0.9306 -1.0685 -0.15 -0.06 0.22
H -1.2340 -2.0348 -0.0884 0.10 -0.11 0.05
H -2.4129 -1.1518 0.9656 0.23 -0.06 0.21
H -2.8253 -1.4392 -0.6895 0.17 -0.24 0.02
```
Forces are in eV/Å.


Max |F| in eV Å⁻¹, matching the order above: 7.82 1.54 10.82 1.92